(1)
This record from OMol25 describes C19H26BN7Ti as an isolated structure in a non-equilibrium geometry. The level of theory is wB97M-V/def2-TZVPD.

Calculated values
**Charge**: +2
**Highest occupied orbital energy (alpha / beta)**: -13.4 / -13.4 eV
**HOMO-LUMO gap (alpha / beta)**: 5.91 / 4.21 eV
**Multiplicity**: 3
**ΔE to the lowest compared entry with this formula, charge and spin**: 4.089 eV

Atoms and positions in Å:
C -0.79811 -3.47666 -1.66802
H 2.58248 -3.75212 -1.74499
N -1.08638 3.25885 0.95824
C 0.74623 -2.43381 -0.09596
C -0.18759 2.41179 -3.05638
C -2.66341 -0.63243 1.37026
C -3.98502 -0.24548 1.20710
C -3.97214 1.04678 0.65052
C 2.23069 0.75345 1.32441
H 1.52497 2.73638 2.77551
C -2.02042 3.60530 -2.58566
Ti 0.28324 0.46662 1.02039
H -2.88715 4.26523 -2.43308
H -2.19423 -1.53834 1.76617
C -1.22472 -2.20953 -2.08885
H -4.86575 -0.79648 1.47060
H 2.81003 -0.15716 0.96226
H 3.08832 -2.07621 -1.39770
H -1.02486 -0.06856 -1.77554
H -1.19586 -4.38435 -2.14175
C 1.83182 -2.68233 0.92244
H -3.11940 3.55614 0.10249
C -1.17369 4.32694 1.76620
H 3.39546 -5.31813 0.84907
C 0.64714 3.16784 2.31699
H 2.52861 1.55766 2.06746
B -2.17463 2.77438 -0.01956
N 0.01095 2.51825 1.29561
H 1.93030 1.23377 0.36642
H -1.98165 -2.11212 -2.87324
H 1.47277 -3.36372 1.73723
H -2.01932 4.99307 1.66053
N -1.67561 2.86298 -1.51951
H 0.69396 1.97369 -3.46393
H -1.06658 3.79404 -4.60226
H -4.70275 1.76418 0.37645
H 4.79704 -4.22361 0.78229
N -1.87730 0.39812 0.98465
C -1.10811 3.36490 -3.62751
C 3.24002 -3.12977 -1.10208
H 4.29037 -3.41648 -1.29618
N -2.67062 1.38439 0.46754
H 1.34963 0.17578 2.05412
H 2.18539 -1.76476 1.47872
H 0.12669 5.03955 3.38873
C 0.15792 -3.58308 -0.66215
C 3.73166 -4.28167 1.04913
N -0.56919 2.10265 -1.80143
C 0.28674 -1.16749 -0.47476
H 0.48446 -4.57152 -0.31358
H 3.60185 -4.08420 2.12530
N 2.97728 -3.31958 0.30080
C -0.67913 -1.06218 -1.48303
C -0.08239 4.31905 2.62952

(2)
This record from OMol25 describes C19H26CeF5O5P as an isolated structure in a non-equilibrium geometry. The level of theory is wB97M-V/def2-TZVPD.

Calculated values
**Charge**: +2
**Highest occupied orbital energy (alpha / beta)**: -15.1 / -15.1 eV
**HOMO-LUMO gap (alpha / beta)**: 6.36 / 6.36 eV
**ΔE to the lowest compared entry with this formula, charge and spin**: 0.286 eV

Atoms and positions in Å:
H 0.77494 1.00714 -4.08120
C -2.64880 -1.16225 -2.92713
C -2.02407 -0.86645 -1.56297
H -0.06553 2.38819 -2.39651
C -1.04645 1.12421 3.47788
H -0.71220 2.88675 -0.04581
C 2.36289 1.88050 2.93713
H -2.63953 -0.35853 0.48199
C 0.76786 -1.76395 1.25355
C 2.13474 -1.93824 1.30685
H 2.10845 0.33111 -0.58832
C -0.02488 -2.88479 1.12089
F 2.93891 -0.85723 1.46336
F 4.03559 -3.32880 1.25120
C 0.51189 -4.15218 1.02417
C 1.89640 -4.28775 1.06717
F -0.25202 -5.21714 0.89013
C -3.08091 -0.51119 -0.51308
O -1.69226 0.17197 2.91324
H 1.71926 -0.46272 -4.24174
C -0.19673 0.78244 4.66715
F -1.36343 -2.75170 1.07087
O 0.91599 0.19480 3.92033
H 2.29500 1.32636 5.01735
C -1.44892 2.93469 -0.85765
H 2.95470 0.11461 3.91028
H 2.12756 1.46162 -1.94515
H -1.51181 -1.77562 -1.22547
O 3.16555 2.83970 3.25060
F 2.42935 -5.48113 0.97655
C -1.04313 2.04677 -2.03853
H -1.50532 3.98375 -1.14859
H -1.91748 -1.47781 -3.66837
C 2.17364 0.86666 4.03876
O -0.73329 2.11979 2.76919
P -0.67347 0.35279 -1.44978
C 0.80091 -0.05237 -3.81749
H 3.32942 3.43509 2.49491
H -2.08588 3.18768 -3.52342
H 0.84711 -1.32579 -2.07310
H 2.96607 -0.08216 -2.04598
H -2.42488 2.65472 -0.45322
H -1.78516 1.53108 -4.03925
C -2.04933 2.15119 -3.18426
H -3.35479 -1.98583 -2.80314
H -3.20159 -0.31410 -3.32244
H 0.10839 1.65306 5.24115
C 2.72643 -3.17636 1.20567
C 2.05999 0.40351 -1.68169
H -3.63321 0.39326 -0.77276
H -3.79541 -1.32468 -0.38862
O 1.80010 1.78045 1.83596
H -3.05467 1.88099 -2.85788
Ce -0.12606 0.43800 1.38318
H -0.64742 0.01906 5.29266
C 0.82113 -0.25514 -2.29998
H -0.03363 -0.54799 -4.30865

(3)
This record from OMol25 describes a 2-piece molecular cluster, C19H26ClN2O5P2 overall in a non-equilibrium geometry. The level of theory is wB97M-V/def2-TZVPD.

Calculated values
**Charge**: +1
**Highest occupied orbital energy**: -10.5 eV
**HOMO-LUMO gap**: 4.06 eV

Atoms and positions in Å:
N 3.26046 0.37551 -1.85945
H 5.15590 2.73035 -0.22950
C -5.35773 -0.46472 4.09044
H -3.02384 0.40211 5.10962
C 3.65776 2.70548 -2.56825
H 3.49576 2.31985 0.16267
C 5.64391 1.17981 -2.26589
O -5.73365 0.24049 4.97959
C 2.29343 1.14474 -4.00160
C -2.94372 0.21604 4.05135
N -6.00975 -2.45634 6.13257
C -1.76168 0.40608 3.33548
C 3.27070 2.31750 -3.99318
H 1.36100 -1.46100 -4.05917
C 4.41276 1.94090 -0.28749
C -6.16340 -1.61722 3.58282
H 2.77737 3.10459 -2.05347
O 2.38942 0.46133 -1.06884
H -0.87610 0.74844 3.84470
O -5.58710 -0.74472 0.24217
H 6.35692 1.91223 -1.89845
H -6.07704 -3.27488 6.72597
H 1.89314 -1.92763 -2.44586
C -5.29883 -1.01962 1.37018
Cl -7.05864 -3.08635 1.50991
H -5.06480 -2.40766 5.76547
P -7.15434 -2.55461 4.84689
H -2.87273 -0.50782 0.22818
H 2.08746 0.82912 -5.02268
C 1.61482 -1.08069 -3.07348
C -1.75406 0.13176 1.97089
C -4.05591 -0.52316 2.01196
H 5.96450 0.20282 -1.90288
H 0.09104 -0.90746 0.53252
H 4.76441 1.09884 0.30970
C 4.23497 1.54048 -1.75070
P -0.21390 0.36166 1.07444
H 3.51143 -1.08060 -4.98904
H 2.80183 3.17328 -4.47983
H 0.71823 -0.62311 -2.65638
H -0.47970 1.15947 -0.06018
H 1.34054 1.48091 -3.57925
C 2.76834 -0.09358 -3.22103
H 5.73688 1.19137 -3.34880
H 4.80008 -0.32299 -4.09374
H 4.15587 2.07694 -4.58517
H 4.08353 -1.80769 -3.49231
C 3.86355 -0.86036 -3.98425
H -6.16102 -4.45826 4.46000
H 4.40315 3.49913 -2.57857
C -2.88858 -0.32047 1.29245
O -7.07134 -4.13666 4.39870
C -6.14358 -1.85997 2.26849
O 0.91131 0.88600 1.87840
C -4.06898 -0.23964 3.37387

(4)
This record from OMol25 describes one molecule with the formula C19H26FN3OS. The level of theory is wB97M-V/def2-TZVPD.

Calculated values
**SMILES**: CCCCN(CC)Cc1ccc(CNC(=S)Nc2cccc(F)c2)o1
**Highest occupied orbital energy**: -8.3 eV
**HOMO-LUMO gap**: 8.90 eV
**ΔE to the lowest compared entry with this formula, charge and spin**: 1.772 eV

Atoms and positions in Å:
H -3.73770 -4.21123 0.14725
H 1.22102 3.38632 0.84056
H -0.86829 3.37150 -0.98470
C -3.71644 -0.33460 0.25333
C 5.93399 -1.44182 0.08298
H 4.52876 0.45215 -2.03706
C 3.58144 -0.02199 -2.28025
H 4.61224 0.26915 0.26149
C 1.69136 0.18454 0.38038
N -1.91486 1.58923 -0.98984
H 7.65361 0.72236 -0.09550
C 1.22175 2.35862 0.54188
H -5.86248 -0.51177 0.12557
H 3.51990 -0.12389 -3.36108
H 2.77632 0.62848 -1.95184
H 6.58128 1.06665 1.26330
S -2.96194 3.52291 0.47318
C 2.04980 1.32227 1.04167
C -2.51922 -1.04976 0.33553
C -3.71516 -3.13464 0.18076
H 2.29194 -1.52146 1.49310
H -1.59454 -2.96897 0.35899
H 1.46081 -1.87312 -0.03634
C -0.69359 2.32426 -1.23794
C -4.91972 -1.03440 0.16638
C -2.52809 -2.43183 0.29196
C 4.59489 -0.81118 0.46738
H 8.27358 0.67811 1.55460
H 7.95569 -1.61576 0.76878
H 4.44958 -0.94171 1.54383
H -1.58286 -0.53330 0.47767
H 5.81623 -2.52662 0.11586
C 2.20015 -1.22474 0.44289
C 3.47877 -1.41027 -1.63784
N -3.76580 1.05537 0.30883
H -0.45345 2.23792 -2.30262
C -4.89497 -2.41358 0.13146
C 0.41919 1.78658 -0.39654
H -1.91407 0.62157 -1.28053
H 4.31510 -2.02093 -1.99103
C 7.41252 0.45084 0.93018
H 2.55780 -1.89170 -1.97741
O 0.69614 0.46169 -0.49689
H -4.59214 1.46273 0.72571
H 2.79938 1.41370 1.80042
N 3.48251 -1.47694 -0.18799
F -6.06474 -3.07606 0.04254
H 6.79429 -1.27755 2.05074
C 7.06806 -1.03146 1.02236
C -2.83348 1.97505 -0.08402
H 6.20266 -1.16173 -0.93674